No. 1
Computed, not measured: a 12-piece molecular cluster, C38H100N3O37P7 overall at a distorted geometry, with ωB97M-V/def2-TZVPD.

CARTESIAN COORDINATES (ANGSTROEM)
C1 -2.340 6.875 1.521
O1 -1.000 6.691 0.997
P1 0.186 5.678 1.563
O2 0.516 5.710 2.983
O3 -0.279 4.213 0.968
C2 -0.595 4.044 -0.433
O4 1.433 6.018 0.556
C3 2.125 7.239 0.717
H1 -2.312 6.549 2.560
H2 -2.968 6.224 0.912
H3 -2.654 7.917 1.461
H4 -0.617 4.927 -1.072
H5 -1.587 3.591 -0.455
H6 0.016 3.214 -0.788
H7 1.718 7.926 1.459
H8 1.978 7.754 -0.232
H9 3.200 7.187 0.889
C4 3.216 3.971 -5.551
O5 2.686 5.151 -6.145
P2 1.175 5.520 -5.919
O6 0.216 4.414 -5.846
O7 1.197 6.514 -4.608
C5 1.443 5.942 -3.302
O8 0.876 6.502 -7.131
C6 1.656 7.661 -7.517
H10 3.443 3.237 -6.324
H11 2.488 3.468 -4.915
H12 4.170 4.092 -5.038
H13 2.528 5.840 -3.311
H14 0.995 4.951 -3.221
H15 1.164 6.470 -2.390
H16 2.429 7.837 -6.769
H17 1.104 8.591 -7.651
H18 2.237 7.458 -8.416
C7 6.248 -4.195 3.588
O9 5.110 -4.127 4.389
P3 3.708 -4.425 3.664
O10 3.274 -3.375 2.702
O11 3.787 -5.930 3.001
C8 4.239 -7.071 3.746
O12 2.620 -4.550 4.876
C9 1.315 -5.065 4.633
H19 6.605 -3.197 3.334
H20 6.071 -4.879 2.757
H21 7.092 -4.622 4.129
H22 5.315 -6.992 3.898
H23 3.975 -7.997 3.234
H24 3.711 -7.000 4.697
H25 1.133 -5.308 3.586
H26 0.509 -4.393 4.930
H27 1.117 -5.966 5.214
C10 -0.688 -5.867 1.423
O13 -0.855 -7.303 1.396
P4 -1.126 -8.117 2.786
O14 -0.429 -7.698 4.006
O15 -2.766 -8.052 2.844
C11 -3.578 -8.183 1.724
O16 -0.869 -9.671 2.357
C12 0.419 -10.226 2.169
H28 -1.264 -5.243 0.739
H29 0.376 -5.700 1.257
H30 -0.897 -5.597 2.458
H31 -4.288 -8.984 1.930
H32 -2.998 -8.429 0.834
H33 -4.002 -7.185 1.611
H34 1.313 -9.630 2.350
H35 0.474 -10.561 1.133
H36 0.417 -11.079 2.848
C13 2.757 3.277 1.297
O17 4.136 2.982 0.963
P5 4.467 1.807 -0.072
O18 5.908 1.520 -0.224
O19 3.545 0.600 0.488
C14 3.806 -0.092 1.706
O20 3.694 2.148 -1.470
C15 4.178 3.078 -2.422
H37 1.992 3.118 0.537
H38 2.687 4.308 1.643
H39 2.439 2.685 2.155
H40 4.145 -1.109 1.509
H41 2.850 -0.177 2.223
H42 4.605 0.422 2.239
H43 5.228 3.317 -2.253
H44 3.642 4.027 -2.411
H45 4.119 2.703 -3.444
C16 -4.645 -1.428 2.117
O21 -4.449 -2.851 2.491
P6 -3.075 -3.643 2.111
O22 -1.857 -2.901 2.497
O23 -3.238 -4.052 0.533
C17 -2.929 -3.166 -0.527
O24 -3.201 -5.007 2.933
C18 -2.965 -5.055 4.399
H46 -4.684 -0.913 3.077
H47 -5.629 -1.263 1.677
H48 -3.928 -0.899 1.490
H49 -2.403 -3.613 -1.371
H50 -2.439 -2.223 -0.284
H51 -3.924 -2.863 -0.852
H52 -3.491 -4.222 4.866
H53 -1.885 -4.949 4.510
H54 -3.390 -5.992 4.759
C19 -4.197 3.331 0.448
O25 -3.688 2.040 -0.052
P7 -4.031 1.653 -1.631
O26 -3.446 2.578 -2.611
O27 -5.665 1.622 -1.681
C20 -6.370 0.876 -0.767
O28 -3.690 0.027 -1.741
C21 -4.136 -0.605 -2.964
H55 -4.848 3.046 1.274
H56 -4.794 3.883 -0.278
H57 -3.320 3.916 0.725
H58 -5.769 0.184 -0.177
H59 -7.070 0.214 -1.274
H60 -6.992 1.403 -0.043
H61 -4.859 -1.343 -2.616
H62 -3.275 -1.099 -3.414
H63 -4.517 0.120 -3.684
C22 0.730 1.333 -3.600
C23 -0.522 0.898 -2.810
O29 -0.345 -0.379 -2.090
C24 0.125 -0.345 -0.801
O30 0.464 0.660 -0.159
O31 0.133 -1.612 -0.295
C25 0.589 -1.773 1.048
H64 1.634 1.541 -3.028
H65 0.438 2.289 -4.035
H66 0.992 0.521 -4.277
H67 -1.399 0.916 -3.457
H68 -0.743 1.696 -2.101
H69 0.297 -2.759 1.412
H70 0.268 -1.047 1.795
H71 1.676 -1.695 1.056
C26 0.550 3.129 5.250
C27 -0.969 3.142 5.154
O32 -1.381 2.627 3.915
C28 -2.684 2.388 3.710
O33 -3.568 2.996 4.285
O34 -2.865 1.484 2.700
C29 -1.787 0.767 2.092
H72 0.973 3.757 4.466
H73 0.948 2.118 5.152
H74 0.881 3.411 6.250
H75 -1.383 4.137 5.318
H76 -1.323 2.469 5.934
H77 -2.164 0.353 1.157
H78 -1.335 0.118 2.842
H79 -0.999 1.453 1.782
C30 0.385 1.191 -7.511
N1 -0.595 1.958 -6.843
C31 -1.863 1.501 -6.604
C32 -2.782 2.369 -5.678
O35 -2.239 0.412 -6.932
H80 0.541 1.543 -8.530
H81 0.186 0.120 -7.565
H82 1.349 1.158 -7.004
H83 -0.340 2.885 -6.533
H84 -2.198 2.787 -4.858
H85 -3.594 1.778 -5.256
H86 -3.242 3.163 -6.267
C33 0.866 -1.003 4.622
N2 -0.452 -1.517 4.928
C34 -1.225 -1.131 5.936
C35 -2.638 -1.645 5.787
O36 -0.879 -0.493 6.894
H87 0.757 -0.224 3.867
H88 1.434 -1.865 4.273
H89 1.457 -0.659 5.471
H90 -0.946 -1.976 4.176
H91 -2.856 -2.399 6.543
H92 -2.847 -2.132 4.835
H93 -3.335 -0.811 5.864
C36 3.375 -0.669 -3.012
N3 3.275 -1.365 -4.371
C37 3.169 -0.776 -5.544
C38 2.821 -1.720 -6.633
O37 3.345 0.425 -5.755
H94 3.348 0.413 -3.145
H95 4.239 -1.065 -2.478
H96 2.528 -0.881 -2.360
H97 3.259 -2.375 -4.389
H98 3.700 -1.908 -7.250
H99 2.093 -1.225 -7.275
H100 2.358 -2.636 -6.266

Properties
Kohn-Sham gap (eV): 9.09
SMILES string: COP(=O)(OC)OC.COP(=O)(OC)OC.COP(=O)(OC)OC.COP(=O)(OC)OC.COP(=O)(OC)OC.COP(=O)(OC)OC.COP(=O)(OC)OC.CCOC(=O)OC.CCOC(=O)OC.CNC(C)=O.CNC(C)=O.CNC(C)=O
ΔE to the lowest compared entry with this formula, charge and spin (kcal/mol): 0.0

No. 2
Computed, not measured: a 9-piece molecular cluster, C38H100N6O16 overall at a distorted geometry, with ωB97M-V/def2-TZVPD.

CARTESIAN COORDINATES (ANGSTROEM)
C1 3.315 6.103 -1.526
C2 3.095 4.839 -0.768
C3 2.650 4.921 0.727
O1 2.354 3.592 1.260
C4 3.535 2.896 1.466
N1 2.074 4.175 -1.471
H1 2.447 6.762 -1.562
H2 3.745 5.986 -2.521
H3 3.994 6.727 -0.944
H4 4.117 4.461 -0.734
H5 1.761 5.550 0.765
H6 3.462 5.389 1.284
H7 3.376 2.070 2.159
H8 4.206 3.449 2.123
H9 4.069 2.530 0.590
H10 1.256 4.765 -1.535
H11 1.785 3.268 -1.135
C5 2.493 0.085 -0.509
C6 0.965 0.035 -0.518
C7 0.369 -1.186 0.250
O2 -1.048 -1.135 0.143
C8 -1.670 -1.734 1.237
N2 0.415 1.322 -0.070
H12 2.877 0.071 0.511
H13 2.915 0.952 -1.018
H14 2.783 -0.779 -1.107
H15 0.526 -0.010 -1.515
H16 0.748 -1.184 1.272
H17 0.922 -2.041 -0.139
H18 -2.702 -1.845 0.906
H19 -1.440 -1.397 2.248
H20 -1.396 -2.774 1.416
H21 0.764 1.488 0.863
H22 -0.575 1.134 0.010
C9 -4.054 0.983 0.235
C10 -3.578 2.117 -0.743
O3 -3.903 3.441 -0.423
O4 -3.720 1.153 1.608
H23 -3.455 0.188 -0.210
H24 -5.131 1.029 0.074
H25 -4.023 1.986 -1.730
H26 -2.490 2.153 -0.683
H27 -3.967 3.504 0.533
H28 -3.379 2.040 1.743
C11 0.153 -0.168 5.074
C12 1.609 0.455 4.908
O5 2.440 -0.068 5.953
O6 -0.740 0.289 4.095
H29 -0.116 0.117 6.092
H30 0.260 -1.253 5.067
H31 1.598 1.544 4.863
H32 1.924 0.149 3.910
H33 2.529 -0.967 5.628
H34 -1.624 0.213 4.462
C13 3.127 -3.779 4.071
C14 2.899 -4.102 2.628
O7 4.073 -3.996 1.884
O8 3.622 -2.417 4.225
H35 3.817 -4.505 4.500
H36 2.129 -3.946 4.474
H37 2.294 -3.247 2.326
H38 2.245 -4.936 2.373
H39 4.852 -4.362 2.311
H40 4.244 -2.257 3.511
C15 -11.142 -2.565 -2.432
O9 -10.437 -2.275 -1.188
C16 -10.639 -3.194 -0.062
C17 -9.756 -2.802 1.105
N3 -8.435 -3.229 0.682
C18 -7.350 -2.516 1.285
C19 -6.048 -2.801 0.460
O10 -5.963 -2.336 -0.932
C20 -4.713 -2.679 -1.506
H41 -10.933 -1.737 -3.109
H42 -12.205 -2.596 -2.194
H43 -10.720 -3.401 -2.990
H44 -10.674 -4.203 -0.473
H45 -11.617 -2.989 0.375
H46 -10.091 -3.193 2.066
H47 -9.829 -1.715 1.140
H48 -8.604 -3.124 -0.308
H49 -7.132 -2.874 2.291
H50 -7.617 -1.459 1.274
H51 -5.942 -3.880 0.350
H52 -5.205 -2.430 1.043
H53 -4.969 -3.180 -2.439
H54 -3.904 -3.288 -1.103
H55 -4.173 -1.833 -1.932
C21 -2.971 3.642 8.212
O11 -3.666 2.550 7.663
C22 -2.866 1.522 7.211
C23 -3.671 0.459 6.430
N4 -2.786 -0.666 6.076
C24 -3.408 -1.616 5.170
C25 -3.998 -2.739 6.022
O12 -2.970 -3.195 6.931
C26 -3.427 -4.021 7.986
H56 -3.572 3.976 9.058
H57 -2.818 4.387 7.432
H58 -1.970 3.484 8.616
H59 -2.489 0.982 8.080
H60 -1.973 1.900 6.714
H61 -3.893 0.903 5.460
H62 -4.495 0.035 7.003
H63 -2.581 -1.081 6.974
H64 -2.789 -2.087 4.406
H65 -4.275 -1.238 4.627
H66 -4.299 -3.517 5.320
H67 -4.875 -2.241 6.437
H68 -4.231 -4.734 7.807
H69 -3.637 -3.384 8.845
H70 -2.530 -4.514 8.362
C27 5.909 -3.556 -1.412
O13 5.091 -2.722 -2.163
C28 4.017 -3.202 -2.853
C29 3.878 -2.308 -4.200
N5 5.002 -2.541 -5.175
C30 4.882 -1.561 -6.225
C31 6.124 -1.672 -7.192
O14 5.875 -0.899 -8.376
C32 6.848 -0.842 -9.412
H71 5.342 -3.758 -0.504
H72 6.859 -3.262 -0.965
H73 5.984 -4.449 -2.031
H74 3.140 -3.302 -2.212
H75 4.001 -4.259 -3.115
H76 3.809 -1.316 -3.754
H77 2.860 -2.512 -4.533
H78 5.921 -2.822 -4.863
H79 4.871 -0.501 -5.972
H80 3.957 -1.763 -6.764
H81 6.419 -2.683 -7.473
H82 7.001 -1.254 -6.697
H83 7.189 -1.818 -9.756
H84 7.699 -0.189 -9.218
H85 6.164 -0.581 -10.221
C33 0.799 1.097 -5.757
O15 2.149 0.960 -5.194
C34 2.341 1.674 -3.961
C35 3.777 1.891 -3.527
N6 4.536 2.475 -4.644
C36 4.529 3.949 -4.549
C37 5.408 4.577 -5.680
O16 4.936 5.806 -6.179
C38 5.459 7.027 -5.681
H86 0.311 0.702 -4.866
H87 0.752 0.359 -6.558
H88 0.402 2.031 -6.153
H89 1.666 1.319 -3.182
H90 1.938 2.640 -4.266
H91 4.201 0.967 -3.134
H92 3.662 2.564 -2.677
H93 3.955 2.179 -5.415
H94 4.914 4.263 -3.578
H95 3.529 4.382 -4.587
H96 5.276 4.091 -6.647
H97 6.473 4.502 -5.463
H98 6.292 6.841 -5.003
H99 4.743 7.346 -4.923
H100 5.572 7.780 -6.460

Properties
Kohn-Sham gap (spin up / spin down) (eV): 1.43 / 8.74
Charge: -1
Spin multiplicity: 2
⟨S²⟩: 0.75